{"formula": "C4H11NOS", "method": "ωB97M-V/def2-TZVPD", "e_above_lowest_ev": 3.647, "homo_lumo_gap_ev": 9.65, "symbols": ["C", "C", "C", "C", "N", "O", "S", "H", "H", "H", "H", "H", "H", "H", "H", "H", "H", "H"], "coordinates": [[-2.819, -0.031, 0.548], [2.137, 1.270, 0.835], [1.637, -0.902, -0.266], [2.692, 0.065, 0.433], [-1.058, 0.606, -0.972], [-1.487, -1.927, -0.802], [-2.185, -0.645, -1.002], [-3.838, -0.419, 0.766], [-2.077, -0.217, 1.329], [-3.030, 1.007, 0.302], [2.844, 1.769, 1.458], [1.098, 1.610, 0.610], [1.669, -0.856, -1.388], [0.702, -0.655, 0.102], [1.808, -1.984, 0.222], [3.703, -0.342, 0.681], [-1.593, 1.286, -1.445], [-0.201, 0.367, -1.412]], "forces_ev_per_a": [[-1.663, -0.463, 0.069], [2.012, -2.920, -0.619], [3.735, -1.893, 0.934], [-3.622, 0.716, -0.406], [0.139, -0.243, 0.836], [0.009, 0.267, 0.178], [-0.494, -1.111, 0.164], [0.821, -0.351, 0.035], [-0.243, 0.290, -0.115], [0.415, 0.297, 0.460], [-0.180, 1.368, 0.368], [1.153, -0.434, 0.299], [0.123, -0.538, 1.078], [-1.752, 0.621, 0.441], [-0.231, 2.068, -1.769], [-0.974, 0.844, -0.198], [0.150, 1.610, -0.917], [0.604, -0.126, -0.838]]}

---

{"formula": "C6H14N2O2", "method": "ωB97M-V/def2-TZVPD", "e_above_lowest_ev": 1.698, "homo_lumo_gap_ev": 9.52, "smiles": "CNC(C)=O.CNC(C)=O", "symbols": ["C", "C", "C", "O", "N", "H", "H", "H", "H", "H", "H", "H", "C", "C", "C", "O", "N", "H", "H", "H", "H", "H", "H", "H"], "coordinates": [[-1.525, 2.655, -1.272], [-1.372, -1.085, -1.389], [-0.922, 1.300, -1.111], [0.241, 0.917, -1.010], [-1.894, 0.269, -1.027], [-0.814, 3.413, -1.632], [-2.861, 0.382, -1.426], [-0.967, -1.616, -0.443], [-2.459, 2.634, -1.864], [-2.010, 2.997, -0.406], [-2.305, -1.670, -1.484], [-0.780, -1.065, -2.257], [0.777, -0.441, 2.968], [2.133, -1.177, -0.459], [2.010, -0.907, 1.007], [3.003, -1.038, 1.725], [0.745, -0.661, 1.531], [0.033, -0.165, 1.038], [1.517, -1.062, 3.515], [3.146, -0.886, -0.768], [1.042, 0.598, 3.250], [-0.225, -0.555, 3.242], [2.061, -2.239, -0.608], [1.428, -0.602, -1.119]], "forces_ev_per_a": [[0.091, 0.537, -1.357], [-2.408, -0.731, 3.869], [-1.163, -2.581, 0.215], [-1.083, 2.111, -0.275], [-0.027, 0.002, -1.348], [-0.326, -0.372, 0.108], [1.684, 0.493, 0.724], [0.269, 1.091, -1.824], [0.859, -0.283, -0.645], [0.120, 0.433, 1.975], [0.477, 0.071, -0.716], [0.957, -0.239, -0.829], [0.867, 1.050, 0.148], [0.048, 1.327, -1.238], [0.246, -0.163, 0.047], [-1.136, 0.237, -0.341], [2.437, -0.521, 0.975], [0.046, 0.088, -0.675], [-0.861, 0.001, -0.693], [-0.191, -0.145, 0.209], [0.075, -0.260, -0.364], [-1.431, -0.542, 1.211], [-0.219, -0.562, -0.147], [0.672, -1.041, 0.970]]}